Density functional theory data (the ωB97M-V functional and the def2-TZVPD basis) for C26H54Cl3CoN5O4PSi as an isolated structure.

Computed properties:
- Net charge: -1
- E_LUMO (spin up / spin down): 0.693 / 0.676 eV
- ⟨S²⟩: 3.76
- Strongest force on any atom: 1.9 eV/Å
- 2S+1: 4
- HOMO-LUMO gap (spin up / spin down): 3.84 / 3.82 eV

Last column: Mulliken spin population.
Geometry (Å):
C -2.067 -2.108 -4.550  -0.005
C -1.092 -2.406 -3.469  -0.002
H -2.900 -2.828 -4.656  0.000
H -1.577 -2.051 -5.529  0.000
H -2.544 -1.159 -4.315  0.003
C -0.334 -3.499 -3.494  0.000
C -0.394 -4.533 -4.552  0.000
H 0.302 -3.710 -2.645  0.000
H -0.052 -4.087 -5.494  0.000
H -1.412 -4.916 -4.706  0.000
H 0.235 -5.381 -4.275  0.000
Co -5.411 1.599 -1.891  2.716
Cl -3.954 2.616 -0.674  0.132
Cl 0.530 1.650 -1.148  0.000
H 1.754 5.366 3.112  0.000
H -0.227 6.584 2.420  0.000
C 1.722 4.723 2.225  0.000
C -0.300 5.977 1.505  0.000
N 0.364 4.696 1.715  0.000
H 2.056 3.712 2.483  0.000
C -0.207 3.523 1.372  -0.006
O 0.274 2.423 1.656  -0.001
H -1.358 5.803 1.265  0.000
H -1.157 3.647 0.812  0.005
H 2.405 5.140 1.470  0.000
H 0.169 6.535 0.678  0.000
H 2.061 -0.604 -3.949  0.000
H 2.214 -3.348 -2.848  0.000
C 3.008 -0.580 -3.393  0.000
C 3.133 -2.864 -2.496  0.000
N 2.907 -1.449 -2.238  0.000
H 3.211 0.446 -3.080  0.000
C 3.071 -0.936 -0.977  0.000
O 3.221 0.243 -0.694  0.000
H 3.457 -3.347 -1.568  0.000
H 3.068 -1.730 -0.196  0.000
H 3.823 -0.955 -4.026  0.000
H 3.893 -2.994 -3.276  0.000
O -0.137 -0.362 -2.645  -0.004
C -0.984 -1.342 -2.290  0.013
C 0.334 -2.750 -0.456  0.000
C -0.856 -2.261 -0.990  -0.001
H 1.268 -2.384 -0.880  0.000
C 0.336 -3.744 0.548  0.000
H -2.016 -0.918 -2.189  -0.004
C -2.048 -2.811 -0.508  0.000
H 1.270 -4.112 0.991  0.000
C -0.871 -4.287 1.004  0.000
C -2.062 -3.829 0.441  0.000
H -3.004 -2.473 -0.888  -0.001
H -0.903 -5.006 1.837  0.000
H -2.996 -4.282 0.780  0.000
Si 0.084 2.453 -3.011  0.000
Cl -4.723 1.026 -3.773  0.155
C 1.755 2.933 -3.867  0.000
C -0.578 4.167 -2.392  -0.001
C -1.078 1.982 -4.401  0.000
H 2.381 2.049 -4.050  0.000
H 2.281 3.630 -3.180  0.000
H 1.634 3.455 -4.838  0.000
H -0.958 0.903 -4.599  -0.001
H -0.708 2.517 -5.294  0.000
H -2.146 2.204 -4.311  0.001
H -1.453 3.999 -1.747  0.001
H -0.872 4.866 -3.194  0.000
H 0.158 4.730 -1.796  0.000
C -2.002 -1.760 4.946  0.000
N -0.635 -1.630 4.450  0.000
C -0.007 -2.925 4.223  0.000
P -0.341 -0.446 3.246  0.000
O -0.706 -0.760 1.852  -0.001
N -1.209 0.857 3.848  0.000
C -2.322 1.394 3.062  -0.002
C -0.668 1.715 4.886  0.000
N 1.293 -0.274 3.501  0.000
C 2.215 0.045 2.433  0.000
C 1.883 -0.339 4.824  0.000
H -1.979 -2.383 5.851  0.000
H -2.676 -2.242 4.215  0.000
H -2.394 -0.768 5.200  0.000
H -0.520 -3.507 3.444  0.000
H 1.040 -2.795 3.936  0.000
H -0.050 -3.490 5.161  0.000
H -2.165 1.206 1.990  0.003
H -3.270 0.923 3.372  -0.001
H -2.403 2.474 3.237  0.001
H -0.560 1.164 5.831  0.000
H 0.307 2.145 4.600  0.000
H -1.374 2.539 5.043  0.000
H 2.688 1.018 2.609  0.000
H 3.003 -0.717 2.373  0.000
H 1.707 0.087 1.468  0.000
H 2.206 0.657 5.159  0.000
H 1.171 -0.744 5.551  0.000
H 2.766 -0.993 4.814  0.000

Forces on atoms 1 to 3 (eV/Å):
C -0.429 0.285 -0.362
C 0.106 -0.051 1.194
H 0.433 -0.084 0.196